(1)
{"formula": "C35H26BrF4N3O2PS2Sc", "method": "ωB97M-V with the def2-TZVPD basis set", "symbols": ["F", "H", "C", "H", "H", "H", "C", "H", "C", "Sc", "C", "H", "Br", "C", "C", "C", "H", "H", "C", "H", "S", "C", "C", "N", "H", "C", "C", "C", "H", "C", "C", "H", "C", "F", "H", "N", "H", "C", "H", "C", "H", "C", "C", "C", "H", "H", "O", "H", "C", "C", "H", "C", "C", "C", "C", "H", "H", "F", "H", "C", "H", "P", "O", "C", "C", "C", "H", "C", "C", "H", "F", "S", "C", "N", "C"], "positions_angstrom": [[2.904, 0.558, 3.312], [-0.695, -4.915, 1.564], [4.424, 1.236, -0.513], [4.443, -1.914, -1.743], [-3.254, -2.682, 3.040], [-5.655, -3.561, -2.013], [1.557, 5.023, -3.904], [1.298, 5.987, -4.326], [-0.198, 2.033, -2.389], [-1.288, -0.187, -0.917], [0.983, 1.418, 2.217], [3.660, 5.253, -4.167], [-1.344, 2.550, 0.922], [-2.277, -2.605, 1.126], [0.829, 2.955, -2.891], [2.055, -3.287, 3.366], [-0.900, -2.612, 4.878], [1.000, -4.204, 4.997], [0.995, -3.415, 4.254], [-2.003, -5.336, 0.454], [-2.675, -0.871, 1.042], [1.132, 3.579, 3.999], [-5.444, -0.327, -2.964], [-1.454, 2.281, -2.717], [-6.001, 0.487, -3.413], [-3.937, -2.292, -1.832], [2.869, 4.604, -3.809], [2.165, 2.550, -2.812], [2.890, 2.078, 0.706], [0.066, 2.470, 2.173], [2.053, -2.277, 2.412], [5.804, 0.159, -1.755], [0.137, 3.534, 3.048], [3.016, 2.607, 4.983], [2.899, -2.179, 1.743], [-2.250, 1.227, -2.334], [5.000, 2.154, -0.525], [-0.078, -1.522, 3.225], [-0.368, -5.078, -0.160], [-3.409, 1.123, -2.831], [-2.530, -4.224, 2.555], [2.469, 0.020, 0.236], [-0.068, -2.522, 4.188], [-1.100, -4.726, 0.565], [-1.338, 3.945, -3.294], [2.377, 1.579, -2.384], [0.161, 0.997, -1.704], [-3.298, -3.033, -1.368], [3.228, 1.188, 0.192], [3.185, 3.356, -3.269], [-0.922, -0.847, 3.159], [0.520, 4.203, -3.459], [4.108, -1.040, -1.196], [2.055, 2.560, 4.069], [-6.018, -1.574, -2.753], [-4.034, -3.665, 1.808], [-7.047, -1.758, -3.035], [1.199, 4.596, 4.847], [4.214, 3.023, -3.208], [2.917, -1.093, -0.481], [2.326, -2.000, -0.491], [0.842, -0.041, 1.091], [-0.735, 4.667, -3.576], [-5.251, -2.574, -2.187], [-4.129, -0.140, -2.588], [-3.059, -3.341, 2.192], [-3.813, 1.893, -3.481], [4.869, 0.122, -1.207], [1.973, 1.503, 3.187], [2.894, -3.972, 3.419], [-0.740, 4.536, 3.004], [-0.411, -2.498, -0.938], [0.982, -1.393, 2.326], [-3.392, -1.103, -2.029], [-1.384, -3.245, 0.361]], "forces_ev_per_a": [[0.01, -0.06, -0.11], [0.00, 0.03, -0.04], [-0.03, 0.03, 0.01], [-0.03, 0.04, 0.03], [0.02, -0.02, -0.04], [0.01, 0.01, 0.00], [0.05, 0.05, -0.03], [0.02, -0.05, 0.03], [0.09, -0.12, -0.11], [-0.21, -1.34, 0.85], [-0.13, -0.05, -0.02], [-0.03, -0.02, 0.01], [-0.14, -0.03, -0.20], [-0.18, 0.06, 0.14], [0.09, -0.03, 0.14], [-0.03, 0.02, -0.01], [0.05, 0.02, -0.04], [0.00, 0.05, -0.03], [0.02, 0.03, -0.03], [0.06, 0.06, 0.01], [-0.01, 0.07, 0.20], [0.03, 0.13, 0.17], [-0.21, 0.04, -0.07], [-0.10, 0.07, 0.01], [0.02, -0.07, 0.03], [0.06, -0.15, 0.05], [0.01, -0.04, 0.01], [0.04, 0.01, 0.01], [0.02, 0.02, 0.00], [-0.03, -0.21, -0.20], [0.02, -0.04, -0.05], [-0.05, -0.01, 0.02], [-0.15, 0.14, -0.03], [0.08, -0.01, 0.07], [-0.05, -0.01, 0.07], [0.51, 0.47, -0.05], [-0.03, -0.04, 0.01], [0.04, -0.04, 0.06], [0.00, 0.02, -0.02], [-0.51, -0.22, -0.14], [-0.03, 0.05, -0.02], [0.02, 0.00, 0.05], [0.01, 0.00, -0.06], [-0.04, 0.12, -0.07], [-0.07, 0.01, -0.06], [-0.01, 0.01, -0.01], [0.09, 0.56, -0.54], [-0.01, 0.01, -0.01], [0.03, -0.04, 0.06], [0.00, 0.06, -0.03], [-0.02, 0.00, 0.00], [-0.03, 0.06, 0.05], [-0.06, 0.01, 0.05], [0.10, 0.04, 0.11], [-0.06, 0.06, -0.05], [0.05, 0.03, 0.02], [0.05, 0.01, 0.02], [0.02, 0.07, 0.05], [-0.06, 0.03, 0.00], [0.01, 0.08, -0.08], [-0.02, -0.02, -0.03], [0.29, -0.07, -0.04], [0.06, -0.04, 0.00], [-0.02, -0.03, 0.02], [0.01, 0.29, -0.09], [-0.01, 0.08, -0.04], [-0.04, 0.01, -0.04], [0.01, -0.03, 0.00], [0.01, -0.13, -0.01], [-0.05, 0.05, -0.01], [-0.01, -0.01, -0.01], [-0.09, -0.01, 0.03], [-0.02, 0.03, 0.04], [0.42, 0.17, 0.07], [0.19, -0.23, -0.05]], "e_tot_ha": -6536.1630, "relative_energy_kj_mol": 53.6, "spin_multiplicity": 1, "largest_force_ev_per_a": 1.6, "gap_ev": 5.7, "lumo_ev": -1.050, "total_charge": 0}

(2)
{"formula": "C35H26ClFIIrN4O4", "method": "ωB97M-V with the def2-TZVPD basis set", "symbols": ["C", "H", "C", "C", "C", "H", "C", "C", "H", "C", "O", "H", "Cl", "C", "C", "H", "N", "H", "O", "O", "C", "C", "C", "H", "C", "C", "C", "H", "C", "C", "H", "Ir", "O", "C", "H", "C", "H", "C", "C", "C", "F", "C", "C", "N", "H", "H", "H", "C", "C", "C", "H", "C", "H", "C", "I", "C", "H", "C", "H", "H", "N", "H", "H", "H", "N", "H", "C", "C", "H", "H", "H", "C", "C"], "positions_angstrom": [[0.119, 4.887, 0.067], [-2.503, -1.994, 1.023], [1.950, -1.088, -0.612], [-2.454, -1.684, -1.672], [4.924, 2.681, -0.668], [-5.702, -2.583, -2.033], [0.631, -1.735, -0.425], [-4.831, -1.976, -1.822], [5.926, -4.258, -1.849], [-3.751, -0.195, 3.599], [-2.693, 2.000, -0.410], [7.019, 2.251, -0.718], [-7.712, -0.872, -1.345], [-3.568, -2.473, -1.994], [-5.046, -0.692, 3.620], [6.319, -1.493, -2.639], [4.306, -1.432, -0.817], [2.793, 2.884, -0.664], [1.124, 1.114, -0.865], [0.467, -2.923, -0.602], [3.065, -1.890, -0.682], [-0.050, 3.753, -0.725], [6.023, 1.826, -0.726], [-3.406, -3.476, -2.363], [-0.971, 2.198, 2.248], [4.536, -0.050, -0.798], [5.849, 0.464, -0.793], [7.436, -2.443, -1.662], [-3.832, 0.068, -1.076], [-5.434, -1.648, 2.692], [-0.197, 5.185, 2.255], [-1.025, 0.892, -0.265], [-0.351, -0.979, 0.032], [-2.839, -0.635, 2.645], [-1.064, 2.368, 3.315], [5.443, -2.404, -0.912], [-5.745, -0.344, 4.368], [-6.267, 1.278, -0.637], [-4.523, -2.106, 1.750], [-3.231, -1.602, 1.725], [5.153, 3.996, -0.591], [-5.000, -0.663, -1.341], [-0.587, 3.210, 1.352], [-2.579, -0.446, -1.233], [-7.220, 1.754, -0.457], [-3.449, 0.546, 4.331], [2.927, -2.960, -0.639], [-0.219, 4.550, 1.385], [3.642, 2.215, -0.697], [-5.079, 1.995, -0.388], [-0.720, -0.919, 2.444], [3.443, 0.829, -0.757], [0.099, 3.626, -1.785], [-3.862, 1.390, -0.591], [-5.141, 3.956, 0.284], [6.611, -1.733, -1.612], [4.374, -4.317, -1.043], [-6.233, -0.011, -1.092], [0.448, 5.848, -0.294], [-1.456, -2.084, -1.771], [-0.475, 2.754, 0.061], [7.373, -0.719, 0.125], [5.736, -2.642, 0.115], [-4.816, -2.876, 1.046], [-1.172, 1.007, 1.761], [-1.198, 0.260, 3.669], [2.090, 0.306, -0.748], [-1.424, -0.119, 2.671], [-6.437, -2.053, 2.717], [4.538, -3.449, -2.580], [7.848, 0.026, -1.392], [5.029, -3.679, -1.633], [7.023, -0.469, -0.881]], "forces_ev_per_a": [[-0.02, 0.04, 0.04], [-0.02, 0.02, 0.02], [-0.01, 0.13, -0.01], [-0.02, 0.10, -0.13], [0.01, 0.00, 0.00], [0.00, 0.01, -0.04], [-0.11, 0.05, 0.06], [-0.07, 0.00, 0.06], [0.00, -0.01, 0.01], [-0.08, 0.15, -0.12], [0.12, -0.12, 0.29], [0.00, 0.01, -0.01], [-0.01, 0.00, -0.02], [0.06, -0.02, -0.02], [0.01, 0.01, -0.02], [0.03, -0.03, -0.02], [0.01, -0.01, 0.01], [0.01, 0.00, 0.02], [-0.01, -0.27, -0.21], [0.10, -0.02, -0.01], [0.01, 0.05, -0.05], [-0.10, 0.02, 0.07], [0.01, -0.01, -0.01], [0.00, 0.00, 0.01], [0.08, 0.04, -0.18], [0.00, -0.04, 0.06], [-0.03, -0.01, -0.02], [0.00, -0.01, 0.02], [0.08, 0.12, 0.04], [0.01, 0.00, 0.00], [0.00, 0.02, -0.02], [-0.79, 0.84, -0.30], [0.20, -0.10, 0.34], [0.00, -0.07, 0.02], [-0.02, -0.05, 0.01], [-0.03, -0.02, 0.03], [0.00, 0.00, 0.00], [-0.03, -0.07, -0.01], [-0.05, -0.01, -0.02], [0.11, -0.12, 0.07], [-0.01, 0.01, -0.01], [0.04, 0.08, -0.06], [-0.14, -0.11, 0.12], [0.14, -0.15, 0.07], [-0.01, 0.00, -0.01], [0.01, -0.02, 0.02], [-0.01, 0.00, -0.02], [0.04, -0.03, -0.09], [-0.01, 0.00, -0.03], [0.12, 0.00, 0.05], [-0.02, 0.09, -0.10], [0.05, -0.07, -0.03], [0.01, -0.03, 0.01], [0.10, -0.15, -0.21], [-0.01, -0.06, 0.01], [-0.03, 0.04, -0.03], [0.00, 0.00, 0.00], [-0.01, 0.03, 0.04], [0.00, 0.01, 0.03], [0.01, -0.03, 0.07], [0.29, -0.30, 0.07], [0.01, -0.01, 0.00], [0.01, 0.02, 0.00], [0.01, 0.01, 0.01], [0.18, 0.27, 0.10], [0.04, -0.09, 0.05], [-0.15, -0.04, -0.01], [-0.13, -0.11, -0.02], [-0.01, 0.02, -0.01], [0.02, 0.00, -0.01], [0.00, 0.01, 0.01], [0.01, 0.02, 0.01], [-0.01, -0.01, 0.00]], "e_tot_ha": -2831.2307, "relative_energy_kj_mol": 264.3, "spin_multiplicity": 2, "largest_force_ev_per_a": 1.2, "gap_ev": [6.6, 5.9], "lumo_ev": [-3.721, -4.497], "total_charge": 1}